*one*
Density functional theory data (the ωB97M-V functional and the def2-TZVPD basis) for a cluster of 2 separate species, C5H14N2 in total.

charge = +2
LUMO level (alpha / beta) = -11.0 / -11.0 eV

Each line ends with the natural charge from an NBO analysis.
Element x y z (Å)
C 0.558 -0.699 -0.422  0.282
C -1.618 -2.097 1.431  -0.444
C 1.708 0.129 0.032  -0.245
C -0.358 1.657 -0.120  -0.473
C 0.802 1.143 -2.188  -0.396
N -0.549 -1.123 1.559  -0.551
N 0.607 0.704 -0.759  -0.257
H 0.465 -1.603 -1.046  0.304
H -2.434 -1.849 0.833  0.249
H -1.995 -2.044 2.472  0.263
H -1.239 -3.118 1.215  0.259
H 1.650 0.460 1.023  0.262
H 0.098 -1.208 2.338  0.440
H 2.698 -0.036 -0.449  0.308
H -0.015 2.695 -0.426  0.286
H -1.408 1.615 -0.493  0.279
H -0.373 1.768 0.992  0.252
H -0.158 1.537 -2.476  0.253
H 1.591 1.892 -2.205  0.272
H 0.895 0.360 -2.855  0.252
H -0.924 -0.184 1.545  0.406

---

*two*
Density functional theory data (the ωB97M-V functional and the def2-TZVPD basis) for the ion C5H14N2 with charge +2.

charge = +2
LUMO level = -8.8 eV

Each line ends with the natural charge from an NBO analysis.
Element x y z (Å)
C -0.704 1.015 -1.901  -0.614
C -0.925 -0.086 -0.700  -0.040
C -0.303 0.410 0.637  -0.446
C 1.234 0.383 0.591  -0.220
C 2.578 -1.121 1.997  0.145
N 1.714 -0.905 1.087  -0.394
N -2.408 -0.349 -0.709  -0.707
H 0.357 0.995 -2.130  0.244
H -1.331 0.866 -2.791  0.247
H -1.067 1.938 -1.479  0.231
H -0.445 -1.133 -0.919  0.216
H -0.664 -0.276 1.367  0.230
H -0.486 1.420 0.891  0.262
H 1.683 1.122 1.314  0.256
H 1.601 0.589 -0.360  0.252
H 3.318 -1.925 1.914  0.274
H 3.002 -0.160 2.522  0.242
H 1.365 -1.745 0.655  0.430
H -2.768 0.221 0.147  0.459
H -2.815 -1.269 -0.576  0.461
H -2.936 0.012 -1.557  0.472

---

*three*
Density functional theory data (the ωB97M-V functional and the def2-TZVPD basis) for the ion C5H14N2 with charge +2.

charge = +2
LUMO level = -6.4 eV

Each line ends with the natural charge from an NBO analysis.
Element x y z (Å)
C -0.784 -1.267 -1.543  -0.698
C 0.503 -1.245 -0.778  -0.005
C 0.966 0.019 0.038  -0.482
C -0.147 0.536 0.890  -0.143
C -0.378 1.700 1.408  -0.027
N -1.738 2.074 2.055  -0.699
N 1.691 -1.607 -1.778  -0.689
H -1.564 -1.870 -0.887  0.273
H -0.786 -2.003 -2.386  0.265
H -1.196 -0.253 -1.770  0.257
H 0.561 -2.056 -0.098  0.224
H 1.879 -0.324 0.652  0.268
H 1.415 0.884 -0.437  0.259
H -0.963 -0.200 0.935  0.223
H 0.113 2.590 1.280  0.227
H -2.187 1.311 2.550  0.465
H -1.528 2.848 2.737  0.465
H -2.220 2.556 1.298  0.461
H 2.140 -2.462 -1.359  0.459
H 1.264 -1.760 -2.688  0.457
H 2.445 -0.983 -1.852  0.440

---

So which one is most stable? That would be *three*, about 14.2 kcal/mol below the next structure.

---

*one*
Density functional theory data (the ωB97M-V functional and the def2-TZVPD basis) for an isolated molecule of C6H6N2.

charge = 0
LUMO level = 0.7 eV

Each line ends with the natural charge from an NBO analysis.
Element x y z (Å)
C 0.197 2.005 -0.004  -0.422
C 1.784 -0.998 0.036  -0.041
C 0.490 -1.580 0.019  -0.305
C -0.365 -0.457 -0.198  0.070
C -1.754 -0.220 -0.058  -0.088
C -2.933 -0.269 0.096  -0.176
H -0.615 2.243 -0.818  0.208
H 1.096 2.622 -0.081  0.243
H -0.370 2.465 0.853  0.209
H 2.668 -1.583 0.201  0.204
H 0.328 -2.629 -0.202  0.236
H -3.992 -0.757 0.373  0.272
N 0.487 0.640 -0.054  -0.170
N 1.851 0.325 0.102  -0.239

---

*two*
Density functional theory data (the ωB97M-V functional and the def2-TZVPD basis) for an isolated molecule of C6H6N2.

charge = 0
LUMO level = 0.6 eV

Each line ends with the natural charge from an NBO analysis.
Element x y z (Å)
C -0.460 1.287 -1.974  -0.523
C -0.190 0.325 -1.052  0.166
C -1.291 -0.466 -0.557  -0.302
C 0.244 -0.642 0.919  0.322
C 1.034 -0.828 2.062  -0.082
C 1.796 -0.907 2.929  -0.135
H 0.216 2.074 -2.443  0.196
H -1.359 1.376 -2.468  0.198
H -1.746 -1.114 -1.274  0.230
H -2.178 0.204 -0.351  0.228
H 1.633 0.746 -0.055  0.424
H 2.536 -1.236 3.695  0.250
N -0.977 -0.975 0.664  -0.393
N 0.743 0.158 -0.095  -0.580

---

So which one is most stable? That would be *one*, about 5.4 kcal/mol below the next structure.

---

*one*
Density functional theory data (the ωB97M-V functional and the def2-TZVPD basis) for a structure of composition CN2O2S2.

charge = 0
LUMO level (alpha / beta) = -2.3 / -2.1 eV

Each line ends with the natural charge from an NBO analysis.
Element x y z (Å)
C -2.037 0.295 -0.189  -0.002
N -2.819 1.069 -0.580  -0.261
N 1.668 0.149 0.070  0.573
O 1.172 0.998 0.661  -0.225
O 2.704 -0.176 -0.394  -0.281
S -0.983 -0.623 0.770  0.252
S 0.296 -1.713 -0.339  -0.055

---

*two*
Density functional theory data (the ωB97M-V functional and the def2-TZVPD basis) for a cluster of 2 separate species, CN2O2S2 in total.

charge = 0
LUMO level (alpha / beta) = -3.3 / -3.4 eV

Each line ends with the natural charge from an NBO analysis.
Element x y z (Å)
C 2.542 0.522 0.252  -0.049
N 2.795 0.254 1.341  -0.235
N -1.613 -0.392 -0.031  0.414
O -1.089 -1.249 0.644  -0.313
O -1.196 0.576 -0.635  -0.339
S 1.899 1.139 -1.123  0.277
S -3.339 -0.849 -0.448  0.246

---

*three*
Density functional theory data (the ωB97M-V functional and the def2-TZVPD basis) for an isolated molecule of CN2O2S2.

charge = 0
LUMO level = -1.0 eV

Each line ends with the natural charge from an NBO analysis.
Element x y z (Å)
C 0.505 1.679 -0.463  -0.001
N 0.426 2.578 0.269  -0.253
N -0.478 -1.458 0.462  0.498
O -1.302 -0.656 0.089  -0.332
O -0.442 -2.372 1.204  -0.288
S 0.517 0.465 -1.642  0.269
S 1.156 -1.132 -0.634  0.107

---

So which one is most stable? That would be *three*, about 20.4 kcal/mol below the next structure.

---

*one*
Density functional theory data (the ωB97M-V functional and the def2-TZVPD basis) for a cluster of 2 separate species, C2H5NO3 in total.

charge = 0
LUMO level = 0.7 eV

Each line ends with the natural charge from an NBO analysis.
Element x y z (Å)
C 5.453 2.975 0.373  0.560
N 5.776 3.375 -0.935  -0.839
O 4.617 3.352 1.082  -0.538
H 6.096 2.074 0.573  0.074
H 5.768 2.561 -1.561  0.376
H 4.969 3.870 -1.320  0.367
O -4.645 -2.812 0.782  -0.541
C -5.568 -2.802 -0.029  0.620
O -5.655 -3.946 -0.828  -0.723
H -6.374 -2.001 -0.188  0.145
H -4.741 -3.917 -1.306  0.498

---

*two*
Density functional theory data (the ωB97M-V functional and the def2-TZVPD basis) for a cluster of 2 separate species, C2H5NO3 in total.

charge = 0
LUMO level = 0.7 eV

Each line ends with the natural charge from an NBO analysis.
Element x y z (Å)
C 0.732 -1.003 1.873  0.526
N -0.253 -1.690 1.201  -0.870
O 0.618 0.135 2.280  -0.590
H 1.733 -1.524 1.862  0.100
H -1.139 -1.183 1.468  0.411
H -0.178 -2.343 0.372  0.424
O -1.366 1.101 -1.057  -0.575
C -0.659 1.573 -1.941  0.636
O 0.691 1.790 -1.943  -0.660
H -1.139 1.791 -2.915  0.115
H 0.959 1.354 -1.200  0.484

---

So which one is most stable? That would be *two*, about 12.1 kcal/mol below the next structure.

---

*one*
Density functional theory data (the ωB97M-V functional and the def2-TZVPD basis) for a cluster of 2 separate species, C2H5NO3 in total.

charge = 0
LUMO level = 0.4 eV

Each line ends with the natural charge from an NBO analysis.
Element x y z (Å)
O -0.088 1.328 0.071  -0.554
C -1.044 0.890 0.648  0.543
N -1.336 -0.464 0.778  -0.696
C -0.385 -1.500 0.541  0.542
O 0.793 -1.348 0.587  -0.476
H -1.797 1.531 1.098  0.119
H -2.053 -0.652 1.465  0.403
H -0.900 -2.437 0.285  0.120
H 2.452 0.709 -2.553  0.456
H 1.734 0.938 -1.270  0.483
O 2.624 1.005 -1.650  -0.940

---

*two*
Density functional theory data (the ωB97M-V functional and the def2-TZVPD basis) for a cluster of 2 separate species, C2H5NO3 in total.

charge = 0
LUMO level = 0.6 eV

Each line ends with the natural charge from an NBO analysis.
Element x y z (Å)
C -0.035 0.516 1.219  -0.729
C -1.024 0.999 0.219  0.481
N 1.266 -1.012 -1.073  0.315
O -1.401 0.390 -0.749  -0.565
O 2.296 -1.601 -1.196  -0.301
O 0.201 -1.576 -1.724  -0.550
H -0.566 -0.984 -1.512  0.509
H 0.905 1.040 1.045  0.256
H 0.141 -0.551 1.124  0.239
H -1.417 2.013 0.423  0.114
H -0.367 0.764 2.225  0.232

---

So which one is most stable? That would be *one*, about 61.5 kcal/mol below the next structure.

---

*one*
Density functional theory data (the ωB97M-V functional and the def2-TZVPD basis) for a structure of composition C2H5NO3.

charge = 0
LUMO level = 0.5 eV

Each line ends with the natural charge from an NBO analysis.
Element x y z (Å)
C 1.136 0.195 -0.319  0.577
N -1.646 0.428 0.419  -0.520
C 0.282 -0.752 -0.709  -0.114
O -1.227 -0.046 -0.863  -0.467
O 2.296 -0.724 -0.147  -0.725
O 0.899 1.220 0.403  -0.713
H -0.370 1.243 0.617  0.509
H 2.763 -0.424 0.645  0.477
H -1.935 -0.426 0.914  0.375
H -2.495 0.979 0.271  0.377
H 0.296 -1.694 -1.232  0.225

---

*two*
Density functional theory data (the ωB97M-V functional and the def2-TZVPD basis) for an isolated molecule of C2H5NO3.

charge = 0
LUMO level = 0.7 eV

Each line ends with the natural charge from an NBO analysis.
Element x y z (Å)
C 0.911 0.019 -0.233  0.506
N -0.342 0.290 -0.880  -0.648
C -1.437 0.206 -0.041  0.558
O 1.174 0.889 0.764  -0.710
O 0.643 -1.377 0.297  -0.776
O -1.444 0.612 1.103  -0.602
H 0.347 0.975 1.293  0.508
H 1.212 -1.545 1.059  0.477
H -0.438 -0.096 -1.807  0.399
H 1.740 0.012 -0.955  0.164
H -2.366 0.016 -0.601  0.124

---

So which one is most stable? That would be *two*, about 119.3 kcal/mol below the next structure.